*P*
# C2H5BrI2OSi

C2H5BrI2OSi in the gas phase (the ωB97M-V functional and the def2-TZVPD basis, the OMol25 dataset).

Last columns: bonded neighbours and bond lengths (Å).
Geometry (Å):
1 C 1.5233 0.5065 0.6312  C2 1.545, H8 1.148, H9 1.045, H10 1.134
2 C 0.9604 -0.4162 -0.4729  C1 1.545, O3 1.416, H11 1.187, H12 1.225
3 O -0.3137 -0.0824 -0.9916  C2 1.416, Si4 1.746
4 Si -1.9036 -0.0076 -0.2731  O3 1.746, Br5 2.217, I6 2.483, I7 2.432
5 Br -3.3011 0.0314 -1.9935  Si4 2.217
6 I -2.3112 -2.0005 1.1502  Si4 2.483
7 I -2.1264 1.9712 1.1235  Si4 2.432
8 H 1.9221 1.4561 0.1242  C1 1.148
9 H 0.6876 0.6507 1.2421  C1 1.045
10 H 2.2986 -0.2043 1.0543  C1 1.134
11 H 0.8544 -1.5550 -0.1540  C2 1.187
12 H 1.7095 -0.3500 -1.4403  C2 1.225

- SMILES: CCO[Si](Br)(I)I
- LUMO energy: -0.41 eV
- HOMO-LUMO gap: 0.3464 hartree

Löwdin population analysis, charges in e, atoms 1 to 2: atom 1 (C): -0.0975, atom 2 (C): -0.3644

*Q*
# C2H5BrI2OSi

2 unconnected molecules or ions with the total composition C2H5BrI2OSi (the ωB97M-V functional and the def2-TZVPD basis, the OMol25 dataset).

Last columns: bonded neighbours and bond lengths (Å).
Geometry (Å):
1 C 1.5697 0.0181 0.3632  C2 1.530, H8 1.003, H9 1.129, H10 1.066
2 C 1.1030 -0.0352 -1.0933  C1 1.530, O3 1.371, H11 1.091, H12 1.103
3 O -0.0808 0.6311 -1.2790  C2 1.371
4 Si -2.2395 0.1008 0.4837  Br5 2.203, I6 2.346, I7 2.439
5 Br -2.2794 0.9346 2.5219  Si4 2.203
6 I -3.8102 0.9904 -1.0149  Si4 2.346
7 I -2.0625 -2.3312 0.5383  Si4 2.439
8 H 2.2534 -0.6387 0.6907  C1 1.003
9 H 1.8653 1.0543 0.6994  C1 1.129
10 H 0.7809 -0.0577 1.0767  C1 1.066
11 H 0.9334 -1.0763 -1.3723  C2 1.091
12 H 1.9666 0.4098 -1.6145  C2 1.103

- LUMO energy (spin up / spin down): -2.07 / -2.07 eV
- HOMO-LUMO gap (spin up / spin down): 0.2364 / 0.2363 hartree

Löwdin population analysis, charges in e, atoms 1 to 2: atom 1 (C): -0.1095, atom 2 (C): -0.4470

Most favorable structure: *P*. The second most favorable one is 90.9 kcal/mol above it.